This record from the OMol25 dataset describes a structure of composition C36H51N6O7SiV. The level of theory is wB97M-V/def2-TZVPD.

Element x y z (Å)
V -0.5105 0.0681 0.7115
O -3.6250 1.0847 -1.7162
C -2.8708 0.5051 -0.9442
N -2.1962 0.9808 0.1158
C -2.3906 2.2513 0.6947
C -3.3171 3.2066 0.2973
C -3.4497 4.3799 1.0356
C -2.6718 4.6011 2.1591
C -1.7365 3.6536 2.5649
C -1.5870 2.4869 1.8335
N -0.6304 1.4833 2.0858
C -0.0327 1.2538 3.2684
O -0.2727 1.7332 4.3684
C 1.1281 0.2769 3.1037
C 2.0550 0.0785 4.1085
C 3.1559 -0.7234 3.8408
C 3.2998 -1.2872 2.5827
C 2.3143 -1.0534 1.6347
N 1.2502 -0.3053 1.9041
C -2.6798 -0.9972 -1.0656
C -3.6862 -1.7494 -1.6538
C -3.6065 -3.1285 -1.5986
C -2.5115 -3.7128 -0.9771
C -1.5341 -2.8873 -0.4547
N -1.6059 -1.5582 -0.4953
H -3.9183 3.0294 -0.5808
H -4.1708 5.1237 0.7208
H -2.7827 5.5167 2.7258
H -1.1284 3.8121 3.4436
H 1.9024 0.5719 5.0583
H 3.9063 -0.8910 4.6029
H 4.1606 -1.8892 2.3274
H 2.3735 -1.4515 0.6271
H -4.5081 -1.2245 -2.1197
H -4.3883 -3.7420 -2.0277
H -2.4036 -4.7861 -0.9068
H -0.6399 -3.3055 -0.0071
C 1.1147 -2.4543 -2.7625
C 2.4512 -1.7657 -3.0142
C 2.5958 -1.3827 -4.4828
C 3.6052 -2.6629 -2.5890
O 2.5428 -0.6036 -2.1876
Si 1.5345 0.6762 -1.9700
O 0.6036 0.4113 -0.6952
O 0.6221 0.8646 -3.3080
C -0.0469 2.0286 -3.8248
C -0.6395 2.8486 -2.6843
C 0.9631 2.8458 -4.6194
C -1.1534 1.5017 -4.7258
O 2.4459 2.0054 -1.7150
C 3.8282 2.2370 -1.4544
C 3.9561 3.7326 -1.2015
C 4.2466 1.4502 -0.2157
C 4.6619 1.8278 -2.6639
H 1.0201 -3.3556 -3.3716
H 0.2879 -1.7828 -3.0038
H 1.0324 -2.7334 -1.7096
H 2.5874 -2.2787 -5.1069
H 3.5407 -0.8592 -4.6410
H 1.7826 -0.7282 -4.7907
H 3.5963 -3.5990 -3.1499
H 3.5302 -2.8943 -1.5244
H 4.5575 -2.1603 -2.7646
H 0.1451 3.2324 -2.0297
H -1.3239 2.2397 -2.0935
H -1.2000 3.6960 -3.0836
H 1.7671 3.1865 -3.9663
H 0.4827 3.7188 -5.0652
H 1.3943 2.2390 -5.4183
H -1.8816 0.9399 -4.1392
H -0.7328 0.8487 -5.4930
H -1.6704 2.3276 -5.2177
H 3.3384 4.0230 -0.3508
H 3.6187 4.2901 -2.0764
H 4.9929 4.0030 -0.9936
H 3.5699 1.6780 0.6106
H 5.2636 1.7128 0.0827
H 4.2077 0.3778 -0.4167
H 4.3609 2.4024 -3.5418
H 4.5258 0.7679 -2.8771
H 5.7212 2.0142 -2.4750
C -0.1634 -3.3562 3.2806
N -1.5435 -3.0060 3.5559
C -2.1788 -3.7322 4.6450
C -3.6596 -3.4245 4.6905
C -3.8376 -1.9212 4.7231
N -3.1940 -1.3354 3.5595
C -3.6283 -0.0047 3.1491
C -2.0192 -1.8156 3.0846
O -1.3816 -1.1873 2.2277
H 0.5027 -3.0249 4.0849
H 0.1593 -2.8880 2.3566
H -0.0801 -4.4394 3.1840
H -1.7062 -3.4661 5.5993
H -2.0042 -4.7977 4.4824
H -4.1127 -3.8883 5.5662
H -4.1460 -3.8246 3.7983
H -3.4162 -1.5046 5.6466
H -4.8921 -1.6472 4.6951
H -3.2331 0.7666 3.8159
H -4.7175 0.0226 3.1669
H -3.2856 0.2028 2.1412

Summary:
highest occupied orbital energy (spin up / spin down) = -7.11 / -7.14 eV
Kohn-Sham gap (spin up / spin down) = 7.322 / 7.269 eV
LUMO (spin up / spin down) = 0.21 / 0.13 eV
<S²> = 2.009
charge = 0
multiplicity = 3

---

This record from the OMol25 dataset describes a structure of composition C36H52AsBClN6O4PtS3. The level of theory is wB97M-V/def2-TZVPD.

Element x y z (Å)
Pt 0.6463 1.9058 -0.1731
C -0.4129 2.8903 -5.1740
C -0.2142 1.5566 -4.5285
C -0.2462 0.3779 -5.2150
C -0.0047 -0.8591 -4.5641
N 0.1946 -0.9021 -3.2717
N 0.1736 0.2499 -2.5858
B 0.3702 0.0358 -1.0709
N 1.6246 -0.8233 -0.7928
N 1.4261 -2.1474 -0.7721
C 2.4755 -2.9200 -0.6497
C 3.7817 -2.3632 -0.5789
C 3.9794 -1.0129 -0.5704
C 5.3166 -0.3540 -0.4645
C 2.8000 -0.2356 -0.6394
S 2.8427 1.4963 -0.5071
C 2.2612 -4.4194 -0.5788
C 2.9976 -5.0753 -1.7579
C 0.7737 -4.7607 -0.6464
C 2.8483 -4.9299 0.7465
N -0.8248 -0.5453 -0.3083
N -1.7332 -1.2199 -1.0200
C -2.6037 -1.9462 -0.3677
C -2.5503 -2.0335 1.0492
C -1.6494 -1.3077 1.7756
C -1.5786 -1.3428 3.2689
C -0.7680 -0.4942 1.0277
S 0.4017 0.5753 1.7655
C -3.6433 -2.7116 -1.1612
C -3.5502 -2.3725 -2.6469
C -5.0405 -2.3458 -0.6387
C -3.3796 -4.2124 -0.9573
C 0.0411 1.4560 -3.1377
S 0.2272 2.8981 -2.1747
C 0.0603 -2.1543 -5.3479
C 0.2998 -3.3397 -4.4174
C 1.2232 -2.0451 -6.3482
C -1.2619 -2.3470 -6.1058
H -0.5606 2.7810 -6.2455
H 0.4525 3.5341 -5.0071
H -1.2849 3.3963 -4.7554
H -0.4264 0.3878 -6.2821
H 4.6338 -3.0269 -0.5071
H 6.1128 -1.0933 -0.4306
H 5.3748 0.2560 0.4400
H 5.4947 0.3015 -1.3199
H 2.6164 -4.7174 -2.7150
H 2.8482 -6.1541 -1.7185
H 4.0730 -4.8947 -1.7234
H 0.3267 -4.4092 -1.5771
H 0.2247 -4.3168 0.1867
H 0.6558 -5.8427 -0.5932
H 3.9279 -4.7843 0.8051
H 2.6615 -6.0001 0.8323
H 2.3845 -4.4373 1.6035
H -3.2512 -2.6800 1.5615
H -2.2067 -2.1369 3.6658
H -1.9232 -0.3951 3.6882
H -0.5551 -1.5035 3.6096
H -3.7337 -1.3121 -2.8275
H -4.3019 -2.9453 -3.1896
H -2.5680 -2.6236 -3.0483
H -5.2402 -1.2791 -0.7546
H -5.1775 -2.6141 0.4099
H -5.7910 -2.8910 -1.2106
H -2.3814 -4.4873 -1.3042
H -4.1083 -4.7870 -1.5290
H -3.4771 -4.5109 0.0881
H 1.2334 -3.2239 -3.8657
H 0.3592 -4.2522 -5.0104
H -0.5079 -3.4511 -3.6924
H 2.1776 -1.9200 -5.8333
H 1.0931 -1.2126 -7.0414
H 1.2754 -2.9582 -6.9411
H -2.1148 -2.3632 -5.4250
H -1.2348 -3.2994 -6.6349
H -1.4291 -1.5691 -6.8518
C -2.4141 5.6739 4.4447
As -0.8167 4.7303 4.0230
C -0.8111 2.9916 4.7992
C 0.8118 5.7261 4.2722
C 0.9516 5.7464 5.7778
C 0.2972 6.7312 6.5174
C 0.3905 6.7348 7.9013
C 1.1338 5.7574 8.5491
C 1.7915 4.7786 7.8144
C 1.6988 4.7680 6.4315
H -2.4796 5.8032 5.5236
H -3.2452 5.0691 4.0823
H -2.4037 6.6407 3.9446
H -1.0725 3.0748 5.8532
H 0.1742 2.5438 4.6987
H -1.5550 2.4025 4.2644
H 0.6675 6.7155 3.8453
H 1.6261 5.2083 3.7678
H -0.2535 7.5189 6.0141
H -0.1014 7.5114 8.4711
H 1.2153 5.7682 9.6275
H 2.3908 4.0334 8.3198
H 2.2386 4.0203 5.8605
O -0.5753 6.4257 1.6378
Cl -0.6059 5.1324 1.0827
O -1.5601 4.8952 0.0880
O 0.6823 4.6224 0.7608
O -1.1319 4.1908 2.3109

Summary:
highest occupied orbital energy = -15.97 eV
Kohn-Sham gap = 6.272 eV
LUMO = -9.69 eV
charge = +3
multiplicity = 1

---

This record from the OMol25 dataset describes a structure of composition C36H52BN8Rh. The level of theory is wB97M-V/def2-TZVPD.

Element x y z (Å)
Rh -0.9255 -0.1684 1.2226
C -2.4999 -4.7149 -0.9709
C -1.8933 -3.4337 -0.4074
C -0.5170 -3.7201 0.2054
C -2.7931 -2.7910 0.5962
C -4.0407 -3.2083 1.0643
C -4.4401 -2.2421 1.9657
N -3.4888 -1.2992 2.0249
N -2.4909 -1.6291 1.2023
B -3.4989 -0.0027 2.8463
N -2.3070 0.0086 3.8117
C -2.3909 0.0372 5.1518
C -1.1201 0.1707 5.6617
C -0.2769 0.2410 4.5424
N -1.0279 0.1169 3.4295
C 1.1938 0.4744 4.5347
C 1.7876 0.3595 5.9348
C 1.5155 1.8235 3.8734
N -3.3715 1.2178 1.9054
C -4.3450 2.1313 1.7925
C -3.9217 3.1151 0.9310
C -2.6209 2.7436 0.5409
N -2.3157 1.5836 1.1440
C -1.7479 3.5732 -0.3505
C -1.4569 2.8990 -1.6976
C -2.4103 4.9249 -0.6254
H -1.8448 -5.1306 -1.7317
H -2.6161 -5.4547 -0.1830
H -3.4719 -4.5281 -1.4193
H -1.7483 -2.7172 -1.2282
H -0.5819 -4.5514 0.9040
H 0.1883 -3.9816 -0.5799
H -0.1484 -2.8388 0.7406
H -4.5895 -4.0795 0.7827
H -5.3287 -2.1930 2.5595
H -4.5053 0.0672 3.4534
H -3.3279 -0.0383 5.6646
H -0.8442 0.2243 6.6921
H 1.6586 -0.2984 3.9143
H 1.3951 1.1309 6.5907
H 1.5604 -0.6125 6.3656
H 2.8667 0.4710 5.8973
H 1.1142 2.6394 4.4684
H 2.5925 1.9525 3.8023
H 1.0777 1.8751 2.8729
H -5.2686 2.0440 2.3269
H -4.4705 3.9798 0.6278
H -0.7902 3.7353 0.1619
H -2.3742 2.4919 -2.1166
H -1.0734 3.6415 -2.3925
H -0.7177 2.1129 -1.5940
H -3.3162 4.7798 -1.2107
H -2.6559 5.4495 0.2937
H -1.7423 5.5524 -1.2090
C 0.5208 1.1929 -5.6550
C -0.2484 -0.0939 -5.3188
C 0.5564 -1.3059 -5.8173
C -1.5955 -0.0707 -6.0478
C -0.4234 -0.1687 -3.8165
C -1.6861 -0.2807 -3.2319
C -1.8086 -0.2798 -1.8550
N -0.7711 -0.1722 -1.0383
C 0.4682 -0.1195 -1.5617
C 0.6672 -0.1201 -2.9385
C 1.5371 -0.1975 -0.5510
C 2.8923 0.0283 -0.7566
C 3.8265 -0.2743 0.2355
C 3.3385 -0.9006 1.3851
C 1.9795 -1.0442 1.5508
N 1.1029 -0.6371 0.6437
C 5.3067 -0.0419 0.0494
C 5.5784 1.2451 -0.7372
C 6.0423 0.0318 1.3931
C 5.8168 -1.2592 -0.7446
H 0.6356 1.2751 -6.7327
H 1.5126 1.1921 -5.2107
H -0.0232 2.0651 -5.2986
H 0.6690 -1.2246 -6.8957
H 0.0417 -2.2383 -5.5957
H 1.5489 -1.3455 -5.3765
H -1.4276 0.0762 -7.1109
H -2.2207 0.7474 -5.6973
H -2.1307 -1.0098 -5.9233
H -2.5754 -0.3547 -3.8337
H -2.7816 -0.3487 -1.3880
H 1.6717 -0.1018 -3.3299
H 3.2205 0.4331 -1.6972
H 3.9993 -1.2742 2.1458
H 1.5686 -1.5525 2.4146
H 5.1646 2.1083 -0.2188
H 5.1657 1.2078 -1.7423
H 6.6523 1.3865 -0.8321
H 5.5621 0.7395 2.0668
H 7.0635 0.3638 1.2260
H 6.0973 -0.9403 1.8770
H 5.3730 -1.2912 -1.7371
H 5.5797 -2.1867 -0.2271
H 6.8962 -1.1972 -0.8503

Summary:
highest occupied orbital energy (spin up / spin down) = -14.28 / -14.28 eV
Kohn-Sham gap (spin up / spin down) = 5.986 / 5.943 eV
LUMO (spin up / spin down) = -8.29 / -8.34 eV
charge = +2
multiplicity = 1

---

This record from the OMol25 dataset describes a structure of composition C36H52BrN3OP2Tc. The level of theory is wB97M-V/def2-TZVPD.

Element x y z (Å)
N 3.0538 -2.8272 4.4725
C 1.8995 -2.1781 4.6692
C 0.9179 -2.0688 3.6743
C 1.1213 -2.7869 2.4710
C 2.3773 -3.3556 2.2341
C 3.2849 -3.4010 3.2941
C 0.0748 -2.8869 1.4889
Tc -0.3259 0.3249 -0.6189
P -1.4682 1.0510 -2.3402
C 0.4181 -3.1255 0.1742
C -0.5895 -3.2161 -0.8910
C -0.1804 -3.5241 -2.2142
C -1.0787 -3.3558 -3.2531
C -2.2859 -2.7429 -2.9386
C -2.8441 -2.7723 -1.6621
C -1.9643 -3.0139 -0.6059
Br -3.2670 -1.9040 -4.4635
H -0.8976 -2.4381 1.7908
H 1.3519 -2.6351 -0.1693
H 0.0611 -1.4047 3.7865
H 2.6487 -3.7264 1.2539
H 1.7318 -1.7024 5.6403
H 4.2358 -3.9214 3.1605
H 0.8067 -3.9651 -2.3511
H -2.3035 -3.0531 0.4377
H -0.8378 -3.6029 -4.2760
H -3.8972 -2.5840 -1.4859
P 1.8530 0.6065 -0.5711
C -3.1688 0.8226 -1.6334
C -4.2331 0.6604 -2.6936
H -3.3929 1.6698 -0.9645
H -3.1609 -0.0903 -1.0042
H -5.2269 0.5018 -2.2609
H -4.2785 1.4800 -3.4168
H -4.0097 -0.2618 -3.2462
C -0.9367 0.2028 -3.8322
C -1.4410 0.8140 -5.1381
H -1.3933 -0.7905 -3.7127
H 0.1513 0.0147 -3.8423
H -1.3036 0.0811 -5.9384
H -2.5084 1.0502 -5.1058
H -0.8949 1.7181 -5.4257
C -1.0732 2.7970 -2.4720
C -2.2010 3.5477 -3.1535
H -0.1243 2.8728 -3.0238
H -0.8847 3.1870 -1.4579
H -1.9163 4.5967 -3.2647
H -2.4183 3.1517 -4.1465
H -3.1144 3.5061 -2.5573
C 2.3346 2.2529 0.0781
C 1.6739 3.4683 -0.5298
H 3.4313 2.2817 -0.0362
H 2.1134 2.2003 1.1572
H 2.2895 4.3454 -0.2965
H 1.5811 3.3961 -1.6216
H 0.6777 3.6378 -0.1016
C 2.5263 0.5365 -2.2855
C 2.6483 -0.8716 -2.8571
H 3.5052 1.0280 -2.1978
H 1.8781 1.1675 -2.9109
H 2.9129 -0.8002 -3.9182
H 3.4426 -1.4342 -2.3495
H 1.7201 -1.4527 -2.7793
C 3.1148 -0.3595 0.3709
C 3.4239 0.0609 1.8068
H 4.0223 -0.2830 -0.2518
H 2.8078 -1.4131 0.3531
H 4.1874 -0.6154 2.2076
H 3.8271 1.0777 1.8568
H 2.5493 -0.0047 2.4671
C -2.9516 2.4547 4.9942
N -2.5147 1.5098 3.9948
N -1.7067 1.8623 2.9702
C -1.7068 0.8427 2.0634
O -1.0289 0.8934 1.0014
C -2.5736 -0.1731 2.5768
C -3.0667 0.3019 3.7603
C -3.9975 -0.3075 4.7322
C -1.0930 3.1576 2.9200
C -0.3991 3.6244 4.0380
C 0.0529 4.9499 4.0577
C -0.1203 5.7508 2.9104
C -0.8222 5.2623 1.7907
C -1.3508 3.9755 1.8237
H -3.7335 1.9736 5.5958
H -3.3656 3.3813 4.5647
H -2.1380 2.7301 5.6753
H -2.8041 -1.1138 2.1061
H -3.5653 -0.4290 5.7377
H -4.9367 0.2533 4.8365
H -4.2620 -1.3070 4.3835
H -0.2254 2.9872 4.9066
H 0.5302 5.3608 4.9575
H 0.2540 6.7778 2.9083
H -0.9693 5.9003 0.9159
H -2.0014 3.6124 1.0249

Summary:
highest occupied orbital energy (spin up / spin down) = -18.89 / -18.89 eV
Kohn-Sham gap (spin up / spin down) = 5.733 / 4.681 eV
LUMO (spin up / spin down) = -13.16 / -14.21 eV
<S²> = 3.815
charge = +4
multiplicity = 4

---

This record from the OMol25 dataset describes a cluster of 9 separate species, C36H53N9 in total. The level of theory is wB97M-V/def2-TZVPD.

Element x y z (Å)
C 0.6662 -2.9335 1.7383
C 0.8338 -2.1858 3.0463
C 0.1318 -2.7186 4.3050
C 0.2238 -4.1930 4.4216
N 0.3021 -5.3319 4.5224
H 1.2965 -2.5581 0.9322
H -0.3634 -2.9515 1.3682
H 0.9117 -4.0002 1.7766
H 0.4970 -1.1491 2.9755
H 1.9046 -2.0434 3.2194
H -0.9306 -2.4805 4.2403
H 0.5428 -2.2751 5.2085
C -3.5929 0.2642 0.3625
C -4.9106 0.0906 1.1012
C -5.2672 -1.3276 1.5935
C -4.1619 -1.9640 2.3233
N -3.2885 -2.5018 2.8419
H -3.2369 1.2899 0.4086
H -3.6597 -0.1128 -0.6621
H -2.8111 -0.3764 0.7842
H -5.7531 0.4978 0.5400
H -4.8573 0.7693 1.9599
H -5.3975 -1.9001 0.6726
H -6.1588 -1.2904 2.2119
C 1.7351 -4.8153 -2.1428
C 0.8912 -3.5279 -2.1971
C 0.2923 -3.1918 -3.5557
C 1.1961 -2.6308 -4.5547
N 1.8745 -2.1938 -5.3711
H 1.9966 -5.0440 -1.1093
H 2.6438 -4.6013 -2.7088
H 1.2275 -5.7035 -2.5188
H 1.4890 -2.7484 -1.7241
H 0.0673 -3.7036 -1.4983
H -0.4886 -2.4457 -3.3926
H -0.2200 -4.0728 -3.9439
C -1.7536 4.1506 -2.9817
C -0.5756 4.2148 -1.9884
C -0.7988 3.4400 -0.6804
C -1.9114 3.8251 0.1819
N -2.8287 4.1381 0.7989
H -2.0203 3.1123 -3.1880
H -1.4017 4.5534 -3.9320
H -2.6370 4.6909 -2.6456
H -0.2610 5.2394 -1.7885
H 0.2218 3.7459 -2.5616
H 0.0702 3.4705 -0.0206
H -0.9848 2.4121 -1.0059
N -4.1648 -4.5210 -2.5554
C -4.8237 -4.4596 -3.7490
C -4.4778 -3.2944 -4.3925
C -3.5513 -2.6596 -3.5634
C -3.3732 -3.3960 -2.4134
H -4.2904 -5.2828 -1.9163
H -5.5515 -5.2062 -4.0233
H -4.7164 -2.9666 -5.3901
H -3.0091 -1.7643 -3.8309
H -2.8718 -3.1366 -1.4964
N -0.7850 0.3550 5.0901
C 0.4675 0.6724 5.5683
C 1.1032 1.3142 4.5266
C 0.2282 1.4272 3.4290
C -0.9856 0.9228 3.8531
H -1.4815 -0.0893 5.6613
H 0.7943 0.3265 6.5324
H 2.1204 1.6769 4.5595
H 0.3670 1.9723 2.5102
H -1.9430 0.8225 3.3696
N 5.3928 1.7614 2.1019
C 4.0289 1.8406 2.3225
C 3.6811 3.1784 2.2853
C 4.8565 3.9238 2.0350
C 5.8780 3.0189 1.9043
H 5.8568 0.9087 1.8477
H 3.4650 0.9678 2.6065
H 2.7023 3.6328 2.2663
H 4.9855 4.9876 1.9239
H 6.8677 3.1138 1.4831
N 3.8934 3.3633 -0.8738
C 3.0864 4.3187 -1.4200
C 2.8901 4.0498 -2.7665
C 3.6820 2.9239 -3.0204
C 4.2714 2.4779 -1.8706
H 4.2432 3.3629 0.0873
H 2.6389 5.0449 -0.7571
H 2.2673 4.6107 -3.4397
H 3.9306 2.5753 -4.0137
H 4.9603 1.7078 -1.5683
N 1.5298 1.1431 -1.3663
C 0.5947 0.5853 -2.2110
C -0.2353 -0.1786 -1.4333
C 0.1408 -0.0894 -0.1014
C 1.2655 0.7071 -0.1006
H 2.2103 1.8461 -1.6273
H 0.5535 0.8940 -3.2427
H -1.0593 -0.8531 -1.6312
H -0.2892 -0.5525 0.7695
H 1.9113 1.0838 0.6784

Summary:
highest occupied orbital energy = -8.40 eV
Kohn-Sham gap = 8.818 eV
LUMO = 0.42 eV
SMILES string = c1cc[nH]c1.c1cc[nH]c1.c1cc[nH]c1.c1cc[nH]c1.c1cc[nH]c1.CCCC#N.CCCC#N.CCCC#N.CCCC#N
charge = 0
multiplicity = 1

---

no.,electronic energy (eV),F_max (eV/Å)
1,-95010.03986,0.874
2,-165068.20545,0.574
3,-53770.43329,2.890
4,-135467.87137,4.633
5,-51600.23118,1.969